This record from the Open Molecules 2025 dataset describes 13 unconnected molecules or ions with the total composition C43H118N6O19 at a distorted geometry. The level of theory is the ωB97M-V functional and the def2-TZVPD basis.

Last columns: bonded neighbours and bond lengths (Å).
CARTESIAN COORDINATES (ANGSTROEM)
1 C -2.071 10.447 -1.714  O2 1.423, H10 1.093, H11 1.089, H12 1.086
2 O -1.327 10.480 -0.501  C1 1.423, C3 1.391
3 C 0.049 10.610 -0.657  O2 1.391, C4 1.533, H13 1.101, H14 1.104
4 C 0.764 10.693 0.696  C3 1.533, N5 1.464, H15 1.092, H16 1.087
5 N 0.432 9.597 1.608  C4 1.464, C6 1.484, H17 1.012
6 C 1.195 8.375 1.250  N5 1.484, C7 1.528, H18 1.086, H19 1.097
7 C 1.017 7.294 2.316  C6 1.528, O8 1.417, H20 1.091, H21 1.095
8 O 1.286 5.983 1.851  C7 1.417, C9 1.417
9 C 2.644 5.728 1.538  O8 1.417, H22 1.096, H23 1.091, H24 1.087
10 H -1.625 9.671 -2.342  C1 1.093
11 H -2.108 11.417 -2.208  C1 1.089
12 H -3.061 10.111 -1.421  C1 1.086
13 H 0.322 11.476 -1.279  C3 1.101
14 H 0.472 9.787 -1.259  C3 1.104
15 H 0.438 11.600 1.209  C4 1.092
16 H 1.839 10.786 0.559  C4 1.087
17 H -0.549 9.354 1.563  N5 1.012
18 H 2.247 8.624 1.144  C6 1.086
19 H 0.656 7.996 0.373  C6 1.097
20 H -0.024 7.215 2.632  C7 1.091
21 H 1.583 7.544 3.220  C7 1.095
22 H 3.248 5.906 2.435  C9 1.096
23 H 3.003 6.348 0.714  C9 1.091
24 H 2.717 4.661 1.345  C9 1.087
25 C 1.821 -6.592 0.443  O26 1.409, H34 1.100, H35 1.085, H36 1.096
26 O 2.856 -6.475 1.393  C25 1.409, C27 1.436
27 C 2.922 -7.597 2.286  O26 1.436, C28 1.524, H37 1.090, H38 1.096
28 C 4.172 -7.578 3.158  C27 1.524, N29 1.453, H39 1.098, H40 1.098
29 N 4.435 -6.414 3.986  C28 1.453, C30 1.474, H41 1.016
30 C 5.718 -6.687 4.658  N29 1.474, C31 1.525, H42 1.099, H43 1.089
31 C 6.372 -5.500 5.358  C30 1.525, O32 1.421, H44 1.097, H45 1.096
32 O 6.704 -4.504 4.400  C31 1.421, C33 1.415
33 C 7.202 -3.298 4.945  O32 1.415, H46 1.096, H47 1.095, H48 1.087
34 H 1.764 -7.597 0.001  C25 1.100
35 H 1.975 -5.890 -0.370  C25 1.085
36 H 0.841 -6.534 0.931  C25 1.096
37 H 2.911 -8.531 1.725  C27 1.090
38 H 2.055 -7.396 2.926  C27 1.096
39 H 5.033 -7.906 2.560  C28 1.098
40 H 3.943 -8.454 3.779  C28 1.098
41 H 4.548 -5.556 3.453  N29 1.016
42 H 6.455 -6.951 3.887  C30 1.099
43 H 5.661 -7.549 5.321  C30 1.089
44 H 7.319 -5.816 5.812  C31 1.097
45 H 5.847 -5.045 6.205  C31 1.096
46 H 8.059 -3.451 5.610  C33 1.096
47 H 6.389 -2.876 5.546  C33 1.095
48 H 7.512 -2.678 4.108  C33 1.087
49 C -3.608 6.101 -7.126  O50 1.398, H58 1.097, H59 1.091, H60 1.094
50 O -4.441 5.103 -6.612  C49 1.398, C51 1.428
51 C -4.546 5.118 -5.188  O50 1.428, C52 1.515, H61 1.088, H62 1.097
52 C -3.227 4.959 -4.459  C51 1.515, N53 1.447, H63 1.098, H64 1.097
53 N -3.324 4.478 -3.097  C52 1.447, C54 1.462, H65 1.010
54 C -3.715 5.501 -2.129  N53 1.462, C55 1.526, H66 1.091, H67 1.094
55 C -3.466 5.065 -0.689  C54 1.526, O56 1.421, H68 1.098, H69 1.096
56 O -4.022 6.074 0.143  C55 1.421, C57 1.416
57 C -3.467 6.052 1.445  O56 1.416, H70 1.097, H71 1.094, H72 1.089
58 H -4.047 7.107 -7.098  C49 1.097
59 H -3.408 5.909 -8.181  C49 1.091
60 H -2.619 6.187 -6.667  C49 1.094
61 H -5.256 4.327 -4.956  C51 1.088
62 H -5.048 6.046 -4.887  C51 1.097
63 H -2.574 5.831 -4.598  C52 1.098
64 H -2.669 4.147 -4.943  C52 1.097
65 H -2.542 3.905 -2.813  N53 1.010
66 H -4.801 5.596 -2.195  C54 1.091
67 H -3.191 6.451 -2.271  C54 1.094
68 H -2.392 4.924 -0.508  C55 1.098
69 H -3.974 4.127 -0.439  C55 1.096
70 H -2.410 6.337 1.519  C57 1.097
71 H -3.530 5.054 1.889  C57 1.094
72 H -4.038 6.816 1.970  C57 1.089
73 C -0.684 -3.078 3.073  O74 1.412, H82 1.095, H83 1.086, H84 1.092
74 O 0.531 -2.620 2.516  C73 1.412, C75 1.415
75 C 0.968 -3.398 1.418  O74 1.415, C76 1.529, H85 1.102, H86 1.093
76 C 2.169 -2.744 0.733  C75 1.529, N77 1.450, H87 1.095, H88 1.091
77 N 1.962 -1.426 0.165  C76 1.450, C78 1.477, H89 1.016
78 C 2.128 -0.369 1.183  N77 1.477, C79 1.533, H90 1.092, H91 1.095
79 C 2.091 1.002 0.499  C78 1.533, O80 1.417, H92 1.090, H93 1.100
80 O 0.762 1.493 0.518  C79 1.417, C81 1.418
81 C 0.626 2.818 0.033  O80 1.418, H94 1.091, H95 1.084, H96 1.097
82 H -1.510 -3.167 2.359  C73 1.095
83 H -0.954 -2.342 3.824  C73 1.086
84 H -0.622 -4.094 3.468  C73 1.092
85 H 0.162 -3.349 0.669  C75 1.102
86 H 1.194 -4.412 1.760  C75 1.093
87 H 2.479 -3.455 -0.040  C76 1.095
88 H 2.988 -2.664 1.449  C76 1.091
89 H 1.054 -1.200 -0.231  N77 1.016
90 H 3.073 -0.493 1.716  C78 1.092
91 H 1.373 -0.409 1.976  C78 1.095
92 H 2.523 0.983 -0.501  C79 1.090
93 H 2.661 1.626 1.202  C79 1.100
94 H 1.072 3.526 0.734  C81 1.091
95 H -0.419 3.001 -0.191  C81 1.084
96 H 1.218 2.903 -0.887  C81 1.097
97 C 0.673 -8.408 -5.797  O98 1.403, H106 1.096, H107 1.093, H108 1.088
98 O 0.114 -7.769 -4.680  C97 1.403, C99 1.401
99 C 0.502 -6.435 -4.502  O98 1.401, C100 1.513, H109 1.096, H110 1.096
100 C -0.015 -5.881 -3.192  C99 1.513, N101 1.469, H111 1.091, H112 1.102
101 N -1.444 -6.209 -3.112  C100 1.469, C102 1.470, H113 1.013
102 C -2.204 -5.906 -1.891  N101 1.470, C103 1.517, H114 1.093, H115 1.091
103 C -1.622 -6.485 -0.615  C102 1.517, O104 1.409, H116 1.098, H117 1.101
104 O -2.441 -6.301 0.516  C103 1.409, C105 1.430
105 C -3.673 -7.023 0.430  O104 1.430, H118 1.089, H119 1.089, H120 1.093
106 H 1.768 -8.362 -5.760  C97 1.096
107 H 0.324 -7.930 -6.717  C97 1.093
108 H 0.436 -9.469 -5.828  C97 1.088
109 H 0.069 -5.802 -5.285  C99 1.096
110 H 1.591 -6.314 -4.524  C99 1.096
111 H 0.152 -4.805 -3.120  C100 1.091
112 H 0.509 -6.345 -2.341  C100 1.102
113 H -1.497 -7.197 -3.329  N101 1.013
114 H -3.163 -6.370 -2.137  C102 1.093
115 H -2.441 -4.841 -1.886  C102 1.091
116 H -0.699 -5.949 -0.360  C103 1.098
117 H -1.208 -7.500 -0.715  C103 1.101
118 H -4.359 -6.604 -0.306  C105 1.089
119 H -4.090 -6.927 1.431  C105 1.089
120 H -3.470 -8.076 0.217  C105 1.093
121 C -9.057 1.013 -3.108  O122 1.392, H130 1.094, H131 1.097, H132 1.100
122 O -7.747 0.599 -2.880  C121 1.392, C123 1.407
123 C -7.610 -0.305 -1.811  O122 1.407, C124 1.538, H133 1.092, H134 1.104
124 C -6.354 -1.176 -1.990  C123 1.538, N125 1.437, H135 1.100, H136 1.094
125 N -5.119 -0.447 -2.080  C124 1.437, C126 1.452, H137 1.008
126 C -3.909 -1.248 -2.107  N125 1.452, C127 1.520, H138 1.094, H139 1.091
127 C -3.480 -1.797 -0.756  C126 1.520, O128 1.412, H140 1.096, H141 1.105
128 O -4.290 -2.894 -0.392  C127 1.412, C129 1.415
129 C -4.038 -3.345 0.925  O128 1.415, H142 1.097, H143 1.088, H144 1.093
130 H -9.119 1.855 -3.803  C121 1.094
131 H -9.560 1.349 -2.194  C121 1.097
132 H -9.642 0.239 -3.626  C121 1.100
133 H -8.495 -0.912 -1.612  C123 1.092
134 H -7.423 0.247 -0.875  C123 1.104
135 H -6.620 -1.703 -2.919  C124 1.100
136 H -6.467 -1.946 -1.220  C124 1.094
137 H -5.149 0.378 -1.502  N125 1.008
138 H -3.094 -0.619 -2.476  C126 1.094
139 H -4.045 -2.049 -2.835  C126 1.091
140 H -3.436 -0.993 -0.014  C127 1.096
141 H -2.445 -2.172 -0.857  C127 1.105
142 H -3.088 -3.893 0.901  C129 1.097
143 H -4.804 -4.062 1.214  C129 1.088
144 H -3.947 -2.513 1.628  C129 1.093
145 C -1.207 2.683 2.819  O146 1.421, H147 1.093, H148 1.094, H149 1.090
146 O -1.497 1.430 2.216  C145 1.421, H150 0.974
147 H -0.204 2.634 3.252  C145 1.093
148 H -1.352 3.461 2.065  C145 1.094
149 H -1.901 2.903 3.631  C145 1.090
150 H -0.786 1.188 1.597  O146 0.974
151 C 5.229 1.706 -0.578  O152 1.427, H153 1.092, H154 1.088, H155 1.097
152 O 6.655 1.715 -0.513  C151 1.427, H156 0.962
153 H 4.877 0.683 -0.731  C151 1.092
154 H 4.823 2.136 0.335  C151 1.088
155 H 4.857 2.345 -1.389  C151 1.097
156 H 6.936 1.199 -1.275  O152 0.962
157 C 0.849 -5.542 5.079  O158 1.422, H159 1.092, H160 1.096, H161 1.090
158 O 1.931 -6.290 5.620  C157 1.422, H162 0.976
159 H 0.025 -5.662 5.787  C157 1.092
160 H 1.108 -4.480 5.155  C157 1.096
161 H 0.496 -5.812 4.083  C157 1.090
162 H 2.631 -6.289 4.940  O158 0.976
163 C 5.739 -2.603 1.496  O164 1.414, H165 1.089, H166 1.098, H167 1.095
164 O 5.500 -3.891 2.028  C163 1.414, H168 0.970
165 H 5.465 -2.628 0.443  C163 1.089
166 H 5.107 -1.902 2.056  C163 1.098
167 H 6.763 -2.225 1.586  C163 1.095
168 H 5.956 -3.989 2.879  O164 0.970
169 C 0.300 2.594 -3.581  O170 1.433, H171 1.087, H172 1.095, H173 1.092
170 O -0.567 3.597 -3.036  C169 1.433, H174 0.965
171 H -0.016 1.667 -3.109  C169 1.087
172 H 0.149 2.564 -4.665  C169 1.095
173 H 1.356 2.842 -3.457  C169 1.092
174 H -0.056 4.415 -3.006  O170 0.965
175 C 1.963 6.236 -1.983  O176 1.444, H177 1.090, H178 1.094, H179 1.093
176 O 1.347 6.031 -3.273  C175 1.444, H180 0.965
177 H 1.313 5.841 -1.203  C175 1.090
178 H 2.926 5.726 -1.887  C175 1.094
179 H 2.144 7.294 -1.780  C175 1.093
180 H 1.987 6.524 -3.802  O176 0.965
181 C 3.380 -2.299 4.819  O182 1.430, H183 1.096, H184 1.087, H185 1.095
182 O 2.422 -1.275 5.097  C181 1.430, H186 0.961
183 H 2.915 -2.967 4.084  C181 1.096
184 H 4.259 -1.808 4.412  C181 1.087
185 H 3.534 -2.895 5.725  C181 1.095
186 H 1.582 -1.728 5.208  O182 0.961

Properties
Kohn-Sham gap, eV: 8.18
HOMO energy, eV: -7.99
Net charge: 0
Energy relative to the best compared isomer or geometry (same formula, charge and spin), kJ/mol: 32.60
E_LUMO, eV: 0.2

Atom charges from the Löwdin analysis, given in e for atoms 1 to 2:
1. C -0.082
2. O -0.192